Entry 1:
Computed, not measured: a 3-piece molecular cluster, C2H12N2O2 overall, with the ωB97M-V functional and the def2-TZVPD basis.

Calculated values
SMILES: CNCN.O.O
F_max, eV/A: 1.43
ΔE to the lowest compared entry with this formula, charge and spin, kcal/mol: 29.41
2S+1: 1
E_HOMO, eV: -8.82
LUMO level, eV: 0.71

Bonds (Å) are listed after each position.
Positions of all 18 atoms, in Å:
1 C 1.794 1.442 -0.469  N2 1.462, H5 1.092, H6 1.095, H7 1.084
2 N 1.360 0.503 0.564  C1 1.462, C3 1.497, H8 1.007
3 C 0.739 1.145 1.766  N2 1.497, N4 1.433, H9 1.089, H10 1.088
4 N 0.230 2.474 1.601  C3 1.433, H11 1.014, H12 1.008
5 H 2.596 1.009 -1.071  C1 1.092
6 H 2.276 2.337 -0.063  C1 1.095
7 H 0.972 1.678 -1.135  C1 1.084
8 H 2.172 0.003 0.884  N2 1.007
9 H -0.080 0.486 2.050  C3 1.089
10 H 1.448 1.125 2.591  C3 1.088
11 H -0.353 2.632 0.788  N4 1.014
12 H 0.979 3.144 1.530  N4 1.008
13 O -1.189 -0.586 -4.402  H14 0.952, H15 0.951
14 H -1.046 0.332 -4.612  O13 0.952
15 H -0.397 -1.107 -4.329  O13 0.951
16 O -4.023 -5.542 1.781  H17 0.965, H18 0.959
17 H -3.923 -6.267 1.151  O16 0.965
18 H -3.556 -4.809 1.376  O16 0.959

Entry 2:
Computed, not measured: a 4-piece molecular cluster, C2H12N2O3 overall, with the ωB97M-V functional and the def2-TZVPD basis.

Calculated values
SMILES: N/C=C/N.O.O.O
F_max, eV/A: 2.65
ΔE to the lowest compared entry with this formula, charge and spin, kcal/mol: 41.70
2S+1: 1
E_HOMO, eV: -8.16
LUMO level, eV: 0.43

Bonds (Å) are listed after each position.
Positions of all 19 atoms, in Å:
1 N 2.140 0.851 -1.634  C2 1.441, H5 1.003, H6 1.013
2 C 2.426 1.385 -0.326  N1 1.441, C3 1.337, H7 1.077
3 C 1.756 0.962 0.750  C2 1.337, N4 1.447, H8 1.080
4 N 2.193 1.623 1.961  C3 1.447, H9 1.024, H10 1.026
5 H 1.542 1.458 -2.162  N1 1.003
6 H 1.732 -0.075 -1.565  N1 1.013
7 H 3.032 2.276 -0.315  C2 1.077
8 H 1.061 0.135 0.729  C3 1.080
9 H 1.660 2.468 2.187  N4 1.024
10 H 1.911 1.105 2.801  N4 1.026
11 O 2.556 -2.089 2.531  H12 0.962, H13 0.988
12 H 2.573 -1.795 3.447  O11 0.962
13 H 3.268 -1.517 2.155  O11 0.988
14 O -6.262 -3.983 -1.890  H15 0.944, H16 0.936
15 H -5.398 -4.363 -1.917  O14 0.944
16 H -6.279 -3.318 -2.548  O14 0.936
17 O -3.062 1.953 -1.525  H18 0.984, H19 0.978
18 H -3.359 1.675 -0.630  O17 0.984
19 H -3.488 1.246 -2.048  O17 0.978

Entry 3:
Computed, not measured: a 4-piece molecular cluster, C2H12N2O3 overall, with the ωB97M-V functional and the def2-TZVPD basis.

Calculated values
SMILES: C/N=C\N.O.O.O
F_max, eV/A: 1.44
ΔE to the lowest compared entry with this formula, charge and spin, kcal/mol: 23.47
2S+1: 1
E_HOMO, eV: -9.29
LUMO level, eV: 0.39

Bonds (Å) are listed after each position.
Positions of all 19 atoms, in Å:
1 C -0.079 1.754 1.511  N2 1.439, H5 1.078, H6 1.088, H7 1.082
2 N 0.716 1.559 0.328  C1 1.439, C3 1.259
3 C 1.715 0.792 0.316  N2 1.259, N4 1.383, H8 1.095
4 N 2.202 -0.005 1.336  C3 1.383, H9 1.006, H10 1.005
5 H -0.618 2.681 1.402  C1 1.078
6 H -0.777 0.938 1.688  C1 1.088
7 H 0.468 1.850 2.440  C1 1.082
8 H 2.219 0.610 -0.639  C3 1.095
9 H 1.748 0.106 2.226  N4 1.006
10 H 2.572 -0.918 1.136  N4 1.005
11 O -4.731 -0.141 0.427  H12 0.964, H13 0.971
12 H -5.646 -0.442 0.440  O11 0.964
13 H -4.389 -0.378 -0.450  O11 0.971
14 O 2.316 -2.091 -3.677  H15 0.962, H16 0.962
15 H 1.748 -1.316 -3.716  O14 0.962
16 H 3.140 -1.793 -3.279  O14 0.962
17 O -1.162 -0.947 -0.288  H18 0.960, H19 0.964
18 H -1.052 -1.828 -0.654  O17 0.960
19 H -0.389 -0.432 -0.547  O17 0.964

Entry 4:
Computed, not measured: a 4-piece molecular cluster, C2H12N2O3 overall, with the ωB97M-V functional and the def2-TZVPD basis.

Calculated values
SMILES: N/C=C/N.O.O.O
F_max, eV/A: 1.00
ΔE to the lowest compared entry with this formula, charge and spin, kcal/mol: 25.38
2S+1: 1
E_HOMO, eV: -7.68
LUMO level, eV: 0.62

Bonds (Å) are listed after each position.
Positions of all 19 atoms, in Å:
1 N -1.569 0.773 1.877  C2 1.408, H5 1.006, H6 1.009
2 C -0.644 1.321 0.968  N1 1.408, C3 1.330, H7 1.084
3 C -0.849 1.436 -0.341  C2 1.330, N4 1.410, H8 1.079
4 N 0.152 1.804 -1.263  C3 1.410, H9 1.013, H10 1.004
5 H -1.367 1.023 2.831  N1 1.006
6 H -2.541 0.980 1.701  N1 1.009
7 H 0.332 1.560 1.375  C2 1.084
8 H -1.773 1.118 -0.798  C3 1.079
9 H 1.011 2.147 -0.850  N4 1.013
10 H -0.127 2.292 -2.095  N4 1.004
11 O 2.962 -0.471 -0.208  H12 0.966, H13 0.965
12 H 2.252 0.033 -0.627  O11 0.966
13 H 2.469 -1.173 0.233  O11 0.965
14 O -0.834 -1.417 -1.768  H15 0.962, H16 0.966
15 H -1.734 -1.294 -2.086  O14 0.962
16 H -0.376 -0.587 -1.949  O14 0.966
17 O 0.441 -2.616 1.081  H18 0.965, H19 0.958
18 H 0.494 -1.996 0.344  O17 0.965
19 H -0.454 -2.690 1.414  O17 0.958

Entry 5:
Computed, not measured: a 4-piece molecular cluster, C2H12N2O3 overall, with the ωB97M-V functional and the def2-TZVPD basis.

Calculated values
F_max, eV/A: 5.55
ΔE to the lowest compared entry with this formula, charge and spin, kcal/mol: 78.28
2S+1: 2
Expectation value of S²: 0.7852
Net charge: +1
E_HOMO (spin up / spin down), eV: -12.65 / -12.65
LUMO level (spin up / spin down), eV: -5.41 / -8.68

Bonds (Å) are listed after each position.
Positions of all 19 atoms, in Å:
1 C -1.243 0.267 -3.391  N2 1.448, H5 1.104, H6 1.183, H7 1.192
2 N 0.190 0.268 -3.182  C1 1.448, C3 1.402, H8 1.039
3 C 0.599 -0.817 -2.394  N2 1.402, N4 1.373, H9 1.072
4 N 1.913 -0.956 -2.022  C3 1.373, H10 1.002
5 H -1.501 0.672 -4.385  C1 1.104
6 H -1.955 0.945 -2.734  C1 1.183
7 H -1.630 -0.858 -3.321  C1 1.192
8 H 0.745 1.126 -2.995  N2 1.039
9 H -0.138 -1.569 -2.187  C3 1.072
10 H 2.102 -1.940 -2.065  N4 1.002
11 H -1.448 4.291 5.054  O13 1.025
12 H -0.004 5.053 4.862  O13 1.018
13 O -0.601 4.593 5.546  H11 1.025, H12 1.018
14 H 2.394 -4.852 0.899  O16 0.928
15 H 1.970 -5.484 -0.453  O16 1.003
16 O 1.751 -5.404 0.522  H14 0.928, H15 1.003
17 H -0.890 1.157 3.472  O19 0.932
18 H -1.040 1.591 4.872  O19 1.039
19 O -1.214 1.918 3.901  H17 0.932, H18 1.039

Entry 6:
Computed, not measured: a 3-piece molecular cluster, C2H12NO2S overall, with the ωB97M-V functional and the def2-TZVPD basis.

Calculated values
F_max, eV/A: 2.26
ΔE to the lowest compared entry with this formula, charge and spin, kcal/mol: 5.81
2S+1: 1
Net charge: +1
E_HOMO, eV: -13.19
LUMO level, eV: -2.98

Bonds (Å) are listed after each position.
Positions of all 18 atoms, in Å:
1 C 0.454 -0.031 -1.072  C2 1.528, N4 1.528, H5 1.087, H6 1.085
2 C -0.921 -0.371 -1.646  C1 1.528, S3 1.804, H7 1.089, H8 1.091
3 S -1.553 -1.832 -0.799  C2 1.804, H9 1.352
4 N 0.284 0.379 0.390  C1 1.528, H10 1.019, H11 1.025, H12 1.023
5 H 0.738 0.907 -1.542  C1 1.087
6 H 1.134 -0.869 -0.967  C1 1.085
7 H -0.795 -0.463 -2.724  C2 1.089
8 H -1.596 0.468 -1.467  C2 1.091
9 H -2.854 -1.467 -0.760  S3 1.352
10 H 1.198 0.436 0.837  N4 1.019
11 H -0.345 -0.272 0.870  N4 1.025
12 H -0.160 1.286 0.551  N4 1.023
13 H -0.339 3.575 1.204  O15 0.957
14 H -0.822 2.911 2.575  O15 0.942
15 O -0.291 2.829 1.802  H13 0.957, H14 0.942
16 H 3.034 -0.292 2.238  O18 0.952
17 H 4.038 0.132 1.242  O18 0.970
18 O 3.082 -0.004 1.332  H16 0.952, H17 0.970